Entry 1:
Density functional theory data (ωB97M-V with the def2-TZVPD basis set) for a 11-piece molecular cluster, C8H38N10O11 overall.

The total energy is -1703.046913 Ha. Its HOMO energy is -0.3431 hartree. Its net charge is 0. As for the gap between HOMO and LUMO: 9.25 eV. The calculation puts the energy above the lowest of the compared OMol25 structures with the same formula, charge and spin at 0.676 eV. The SMILES is NC(N)=O.NC(N)=O.NC(N)=O.NC(N)=O.NC(N)=O.CC(C)O.O.O.O.O.O.

CARTESIAN COORDINATES (ANGSTROEM)
1 O -0.963 -3.359 -3.016
2 H -0.635 -2.857 -2.253
3 H -1.890 -3.523 -2.826
4 O -3.180 0.446 -1.172
5 H -3.048 -0.443 -0.830
6 H -2.421 0.601 -1.754
7 O 2.171 -1.445 2.999
8 H 2.171 -0.574 2.591
9 H 1.411 -1.903 2.608
10 O -2.196 2.740 0.557
11 H -2.061 2.112 1.284
12 H -1.871 2.274 -0.221
13 O 1.788 -4.241 -1.589
14 H 1.347 -3.498 -1.145
15 H 1.206 -4.434 -2.333
16 C -0.101 -1.061 -0.318
17 O 0.225 -2.180 -0.709
18 N 0.308 0.100 -0.952
19 N -0.840 -0.787 0.778
20 H 0.689 0.780 -0.312
21 H 0.652 -0.007 -1.891
22 H -1.018 -1.511 1.459
23 H -0.940 0.171 1.068
24 C -0.549 1.729 -3.835
25 O -1.494 1.657 -3.070
26 N -0.254 0.781 -4.773
27 N 0.314 2.797 -3.801
28 H -0.938 0.045 -4.842
29 H 0.303 0.964 -5.589
30 H 1.162 2.779 -4.337
31 H 0.205 3.446 -3.043
32 C 2.683 -1.704 -4.336
33 O 2.767 -1.446 -5.527
34 N 2.289 -0.758 -3.426
35 N 2.933 -2.944 -3.822
36 H 2.154 0.130 -3.872
37 H 2.501 -0.848 -2.449
38 H 2.757 -3.155 -2.849
39 H 3.186 -3.681 -4.451
40 C -0.982 -2.868 3.971
41 O -0.296 -2.820 2.958
42 N -2.233 -3.411 3.958
43 N -0.538 -2.428 5.178
44 H -2.563 -3.907 3.151
45 H -2.798 -3.445 4.786
46 H 0.254 -1.808 5.200
47 H -1.063 -2.531 6.027
48 C -3.005 0.871 3.885
49 O -2.481 1.128 2.813
50 N -4.073 0.028 3.976
51 N -2.542 1.394 5.055
52 H -4.472 -0.275 3.106
53 H -4.508 -0.255 4.833
54 H -1.677 1.894 4.974
55 H -3.070 1.350 5.904
56 C 2.910 2.266 -0.123
57 C 2.100 3.216 0.736
58 C 1.876 4.519 -0.020
59 O 0.809 2.583 0.915
60 H 3.845 2.735 -0.432
61 H 2.323 2.017 -1.006
62 H 3.149 1.343 0.408
63 H 2.504 3.417 1.729
64 H 1.336 5.318 0.486
65 H 1.441 4.321 -1.002
66 H 2.857 4.959 -0.251
67 H 0.073 3.195 0.786

Mulliken atomic charge list, values in e, 2 entries: O -0.70; H 0.39


Entry 2:
Density functional theory data (ωB97M-V with the def2-TZVPD basis set) for C8H3ClCrN5O9 as an isolated structure.

Its spin multiplicity is 4. The total energy is -2761.978931 Ha. Its HOMO energy (alpha / beta) is -0.3927 / -0.4025 hartree. Its expectation value of S² is 3.793. Its net charge is 0. As for the gap between HOMO and LUMO (alpha / beta): 7.56 / 9.06 eV. The calculation puts the energy above the lowest of the compared OMol25 structures with the same formula, charge and spin at 0.470 eV.

CARTESIAN COORDINATES (ANGSTROEM)
1 Cr 0.403 0.672 -0.018
2 O -3.728 -3.106 1.276
3 C -2.624 -3.756 0.927
4 O -2.522 -4.951 0.958
5 C -1.451 -2.922 0.537
6 C -0.210 -3.449 0.200
7 N 0.621 -2.441 -0.027
8 N -0.008 -1.280 0.143
9 C -1.267 -1.551 0.451
10 C -2.141 -0.350 0.574
11 O -3.307 -0.439 0.900
12 O -1.504 0.763 0.275
13 H -3.637 -2.132 1.138
14 H 0.113 -4.479 0.102
15 H 1.561 -2.423 -0.400
16 O 3.057 -1.464 -0.760
17 Cl 2.840 -0.063 -1.029
18 O 3.915 0.560 -1.698
19 O 2.472 0.653 0.255
20 O 1.525 0.093 -1.787
21 O 0.492 2.441 0.295
22 N 0.499 3.663 0.764
23 C 0.795 4.546 -0.123
24 C 1.041 4.368 -1.507
25 N 1.218 4.234 -2.630
26 C 0.874 5.862 0.421
27 N 0.975 6.952 0.765

Mulliken atomic charge list, values in e, 2 entries: Cr 1.09; O -0.52


Entry 3:
Density functional theory data (ωB97M-V with the def2-TZVPD basis set) for C8H3NO5PbS as an isolated structure.

The total energy is -1327.962665 Ha. Its HOMO energy is -0.6471 hartree. Its net charge is +2. As for the gap between HOMO and LUMO: 9.64 eV. The calculation puts the energy above the lowest of the compared OMol25 structures with the same formula, charge and spin at 0.000 eV.

CARTESIAN COORDINATES (ANGSTROEM)
1 O -0.089 0.009 -5.776
2 C -0.097 0.009 -4.634
3 Pb -0.089 0.006 -0.869
4 O 2.187 -2.952 -1.205
5 C 1.494 -2.052 -1.213
6 C -1.748 2.058 -1.047
7 O -2.416 2.982 -1.119
8 C -2.193 -1.598 -1.053
9 O -3.055 -2.322 -1.119
10 C 1.938 1.625 -1.213
11 O 2.828 2.340 -1.214
12 S -0.949 0.081 3.694
13 C 0.816 -0.071 3.525
14 C 1.145 -0.101 2.215
15 N -0.001 0.004 1.380
16 C -1.219 0.095 2.032
17 H 1.547 -0.130 4.335
18 H 2.130 -0.174 1.710
19 H -2.229 0.191 1.572

Mulliken atomic charge list, values in e, 2 entries: O -0.10; C 0.10


Entry 4:
Density functional theory data (ωB97M-V with the def2-TZVPD basis set) for C8H4BrCl2NO3ScV as an isolated structure.

Its spin multiplicity is 3. The total energy is -5785.132120 Ha. Its HOMO energy (alpha / beta) is -0.7390 / -0.7396 hartree. Its expectation value of S² is 2.027. Its net charge is +4. As for the gap between HOMO and LUMO (alpha / beta): 3.62 / 3.64 eV. The calculation puts the energy above the lowest of the compared OMol25 structures with the same formula, charge and spin at 0.000 eV.

CARTESIAN COORDINATES (ANGSTROEM)
1 Sc 4.525 2.715 -2.425
2 V -0.677 0.369 1.128
3 Cl 4.252 1.490 -0.503
4 Cl -0.130 1.647 -0.478
5 C -1.511 1.315 2.416
6 C 6.611 3.101 -2.690
7 C 4.849 4.784 -1.812
8 O -2.205 1.899 3.168
9 O 7.640 3.631 -2.575
10 O 5.595 5.663 -1.864
11 Br -5.662 -2.601 -0.075
12 C -3.822 -2.347 0.225
13 C -3.039 -3.486 0.393
14 C -1.679 -3.347 0.673
15 C -1.131 -2.072 0.793
16 N -1.920 -0.949 0.640
17 C -3.267 -1.074 0.382
18 H -3.475 -4.467 0.341
19 H -1.053 -4.224 0.857
20 H -0.058 -1.883 1.044
21 H -3.842 -0.165 0.364

Mulliken atomic charge list, values in e, 2 entries: Sc 1.02; V 0.97